Entry 1:
{
  "formula": "C34H44BrGaN5",
  "method": "the ωB97M-V functional and the def2-TZVPD basis",
  "elements": ["Ga", "C", "N", "C", "C", "C", "C", "C", "C", "C", "N", "C", "C", "C", "C", "C", "C", "N", "C", "C", "H", "H", "H", "H", "H", "H", "H", "H", "H", "H", "H", "H", "H", "H", "H", "H", "H", "H", "H", "H", "C", "C", "C", "C", "C", "C", "C", "N", "C", "C", "C", "C", "C", "C", "C", "N", "C", "C", "C", "C", "H", "H", "H", "H", "H", "H", "H", "H", "H", "H", "H", "H", "H", "H", "H", "H", "H", "H", "H", "H", "H", "H", "H", "H", "Br"],
  "coordinates": [[0.324, -1.103, 1.687], [2.855, -3.330, 1.542], [1.567, -2.933, 0.976], [1.357, -3.117, -0.457], [0.642, -3.977, 0.576], [0.948, -5.423, 0.526], [-0.025, -6.251, 0.097], [-1.326, -5.742, -0.214], [-1.702, -4.486, 0.207], [-0.774, -3.669, 0.884], [-0.978, -2.640, 1.749], [-2.191, -2.301, 2.330], [-3.267, -3.154, 2.602], [-4.450, -2.646, 3.109], [-4.581, -1.285, 3.360], [-3.480, -0.456, 3.203], [-2.284, -0.964, 2.723], [-1.037, -0.210, 2.697], [-1.182, 1.187, 2.257], [-0.518, -0.226, 4.085], [3.365, -4.057, 0.908], [2.686, -3.761, 2.528], [3.491, -2.459, 1.667], [2.161, -3.572, -1.026], [2.123, -0.811, -0.189], [0.756, -2.386, -0.990], [1.950, -5.775, 0.731], [0.169, -7.308, -0.025], [-2.044, -6.382, -0.707], [-2.717, -4.142, 0.066], [-3.152, -4.216, 2.459], [-5.269, -3.321, 3.315], [-5.517, -0.881, 3.721], [-3.562, 0.586, 3.482], [-1.712, 1.791, 2.998], [-1.715, 1.228, 1.308], [-0.187, 1.616, 2.128], [-1.267, 0.184, 4.768], [0.391, 0.365, 4.157], [-0.298, -1.249, 4.386], [-2.788, 3.900, -1.880], [-3.087, 2.443, -2.258], [-2.773, 2.218, -3.748], [-4.575, 2.175, -2.011], [-2.201, 1.494, -1.470], [-2.696, 0.312, -0.883], [-1.848, -0.510, -0.201], [-0.518, -0.302, -0.072], [0.004, 0.818, -0.674], [-0.850, 1.715, -1.346], [1.406, 1.037, -0.577], [2.104, 2.056, -1.243], [3.448, 2.264, -1.059], [4.072, 1.508, -0.008], [3.429, 0.494, 0.587], [2.118, 0.119, 0.232], [4.293, 3.148, -1.951], [5.232, 2.216, -2.741], [5.128, 4.137, -1.126], [3.453, 3.938, -2.957], [-3.474, 4.562, -2.409], [-1.773, 4.194, -2.148], [-2.921, 4.056, -0.808], [-3.416, 2.845, -4.366], [-2.943, 1.175, -4.024], [-1.733, 2.464, -3.967], [-5.170, 2.915, -2.545], [-4.814, 2.252, -0.948], [-4.877, 1.191, -2.370], [-3.736, 0.032, -0.954], [-2.226, -1.417, 0.246], [-0.410, 2.609, -1.761], [1.555, 2.663, -1.946], [5.079, 1.740, 0.309], [3.885, -0.097, 1.367], [5.869, 1.629, -2.079], [5.873, 2.807, -3.397], [4.653, 1.529, -3.360], [5.825, 3.629, -0.460], [4.484, 4.778, -0.522], [5.708, 4.769, -1.798], [2.855, 3.275, -3.585], [4.117, 4.498, -3.615], [2.793, 4.650, -2.457], [1.896, -0.649, 3.360]],
  "lowdin_charge": [0.23, -0.07, -0.15, -0.03, -0.34, -0.01, -0.09, -0.08, -0.05, -0.20, 0.05, -0.23, 0.00, -0.06, -0.07, -0.01, -0.21, -0.26, -0.02, -0.24, 0.09, 0.10, 0.05, 0.13, 0.11, 0.11, 0.11, 0.11, 0.10, 0.11, 0.12, 0.11, 0.11, 0.12, 0.11, 0.08, 0.11, 0.11, -0.06, 0.08, -0.04, -0.55, -0.03, -0.05, -0.14, 0.03, -0.10, 0.07, -0.18, 0.05, -0.15, 0.05, -0.14, 0.00, -0.10, 0.01, -0.56, -0.03, -0.04, -0.06, 0.09, 0.08, 0.09, 0.09, 0.09, 0.09, 0.09, 0.09, 0.09, 0.12, 0.11, 0.11, 0.10, 0.12, 0.08, 0.08, 0.09, 0.09, 0.08, 0.09, 0.09, 0.09, 0.09, 0.09, 0.64],
  "total_charge": 1,
  "orbital_gap_ev": [6.90, 4.51],
  "total_energy_ev": -165834.570,
  "e_homo_ev": [-9.506, -8.433]
}



Entry 2:
{
  "formula": "C2H2Cl2N2S",
  "method": "the ωB97M-V functional and the def2-TZVPD basis",
  "elements": ["C", "C", "N", "N", "S", "Cl", "Cl", "H", "H"],
  "coordinates": [[-0.865, -0.797, 0.166], [0.170, -0.692, -0.793], [1.013, 0.478, 0.818], [1.167, 0.054, -0.432], [-0.567, 0.350, 1.338], [0.146, -1.478, -2.292], [-0.921, 2.242, -0.022], [-1.723, -1.428, 0.129], [1.581, 1.269, 1.088]],
  "lowdin_charge": [-0.41, -0.91, -0.36, -0.03, 0.88, 0.73, -0.08, 0.07, 0.11],
  "orbital_gap_ev": [7.95, 7.95],
  "total_energy_ev": -40964.399,
  "e_homo_ev": [-8.754, -8.755]
}



Entry 3:
{
  "formula": "C9H18N",
  "method": "the ωB97M-V functional and the def2-TZVPD basis",
  "elements": ["C", "C", "C", "C", "C", "C", "C", "C", "C", "N", "H", "H", "H", "H", "H", "H", "H", "H", "H", "H", "H", "H", "H", "H", "H", "H", "H", "H"],
  "coordinates": [[-0.729, -1.221, -0.342], [-0.737, -2.367, -1.077], [-1.471, 0.092, -0.433], [2.653, 0.467, 0.397], [-2.228, 0.642, -1.539], [2.347, 1.250, -0.763], [-2.421, 2.038, 0.834], [2.720, -1.584, 1.612], [-1.550, 0.778, 0.850], [2.636, -0.801, 0.395], [-0.338, -3.370, -0.771], [-1.317, -2.495, -1.945], [-3.139, 0.525, -1.069], [-2.129, 0.012, -2.403], [-1.984, 1.641, -1.696], [2.395, 2.396, -0.670], [1.381, 0.997, -1.204], [3.241, 0.925, -1.526], [-1.834, 2.821, 0.245], [-2.512, 2.362, 1.854], [-3.420, 1.869, 0.400], [1.920, -2.173, 1.909], [3.615, -2.242, 1.543], [2.855, -0.830, 2.353], [-1.742, 0.022, 1.665], [-0.455, 0.944, 1.112], [2.386, -1.418, -0.350], [-0.142, -1.279, 0.616]],
  "lowdin_charge": [-0.08, 0.14, -0.12, -0.21, 0.03, -0.15, -0.06, -0.08, -0.19, -0.11, 0.11, 0.06, 0.10, 0.11, 0.10, 0.09, 0.04, 0.14, 0.12, 0.08, 0.09, 0.05, 0.10, 0.07, 0.17, 0.17, 0.12, 0.11],
  "total_charge": 1,
  "orbital_gap_ev": [4.21, 4.21],
  "total_energy_ev": -11102.783,
  "e_homo_ev": [-10.430, -10.430]
}



Entry 4:
{
  "formula": "C27H47KN13O5PS2Se2",
  "method": "the ωB97M-V functional and the def2-TZVPD basis",
  "elements": ["K", "C", "C", "N", "N", "C", "N", "S", "C", "C", "C", "C", "C", "N", "H", "H", "H", "H", "H", "H", "H", "H", "H", "O", "C", "C", "C", "O", "C", "Se", "C", "Se", "H", "H", "H", "H", "H", "H", "H", "H", "H", "H", "N", "N", "C", "N", "N", "N", "O", "O", "H", "H", "H", "H", "H", "S", "C", "N", "C", "C", "C", "C", "C", "C", "H", "H", "H", "H", "H", "C", "N", "C", "P", "O", "N", "C", "C", "N", "C", "C", "H", "H", "H", "H", "H", "H", "H", "H", "H", "H", "H", "H", "H", "H", "H", "H", "H", "H"],
  "coordinates": [[0.308, 1.214, -0.666], [-5.383, -1.534, -4.244], [-4.326, -1.571, -3.176], [-3.866, -0.511, -2.617], [-4.348, 0.664, -3.075], [-3.904, 1.713, -2.368], [-4.270, 2.908, -2.908], [-2.978, 1.748, -0.935], [-3.720, -2.847, -2.735], [-4.454, -4.041, -2.730], [-3.860, -5.209, -2.290], [-2.540, -5.174, -1.868], [-1.881, -3.953, -1.913], [-2.439, -2.824, -2.335], [-6.214, -0.898, -3.935], [-5.754, -2.526, -4.501], [-4.971, -1.076, -5.149], [-4.910, 2.910, -3.683], [-4.061, 3.743, -2.395], [-5.490, -4.040, -3.042], [-4.425, -6.134, -2.269], [-2.030, -6.062, -1.516], [-0.845, -3.870, -1.596], [4.360, 5.095, 3.223], [3.219, 5.874, 2.872], [2.171, 5.109, 2.045], [0.862, 5.905, 2.054], [0.349, 6.202, 3.352], [1.971, 3.692, 2.603], [1.819, 3.481, 4.582], [2.692, 5.005, 0.595], [1.568, 4.148, -0.794], [4.020, 4.456, 3.876], [3.587, 6.721, 2.284], [2.746, 6.263, 3.777], [0.128, 5.355, 1.459], [1.024, 6.868, 1.557], [0.536, 5.435, 3.924], [2.826, 3.097, 2.281], [1.085, 3.261, 2.134], [3.650, 4.484, 0.631], [2.891, 6.020, 0.238], [0.778, -2.145, -0.664], [1.980, -2.208, 0.058], [3.021, -1.373, -0.155], [4.196, -1.734, 0.444], [2.821, -0.366, -0.969], [3.928, 0.443, -1.214], [4.011, 0.868, -2.338], [4.771, 0.623, -0.341], [0.143, -1.528, -0.153], [0.957, -1.727, -1.577], [2.207, -3.127, 0.394], [4.082, -2.290, 1.277], [4.830, -0.951, 0.548], [-1.664, -0.310, -5.055], [-1.069, 0.046, -3.465], [0.182, -0.179, -3.254], [0.788, -0.673, -4.401], [2.139, -0.999, -4.516], [2.601, -1.488, -5.721], [1.738, -1.649, -6.812], [0.401, -1.316, -6.715], [-0.071, -0.823, -5.499], [-1.755, 0.415, -2.707], [2.793, -0.827, -3.672], [3.650, -1.736, -5.830], [2.125, -2.032, -7.749], [-0.263, -1.431, -7.562], [2.255, 0.373, 2.585], [1.359, -0.543, 3.309], [1.655, -0.596, 4.739], [-0.138, -0.857, 2.708], [-0.374, -0.255, 1.370], [-1.187, -0.352, 3.898], [-1.185, 1.102, 4.119], [-2.530, -0.911, 3.911], [-0.331, -2.511, 2.589], [-1.350, -3.076, 1.721], [0.311, -3.451, 3.473], [3.186, -0.123, 2.302], [2.480, 1.218, 3.237], [1.756, 0.762, 1.701], [2.632, -1.069, 4.894], [0.897, -1.170, 5.267], [1.695, 0.418, 5.151], [-0.172, 1.511, 4.111], [-1.610, 1.311, 5.103], [-1.776, 1.621, 3.357], [-2.492, -2.000, 3.882], [-3.143, -0.553, 3.075], [-3.020, -0.615, 4.842], [-1.794, -2.297, 1.103], [-2.148, -3.562, 2.296], [-0.907, -3.821, 1.052], [1.219, -3.021, 3.890], [0.587, -4.351, 2.911], [-0.338, -3.767, 4.302]],
  "lowdin_charge": [0.39, -0.07, -0.34, -0.01, -0.05, -0.95, 0.04, 0.49, -0.22, -0.04, -0.10, -0.09, -0.16, 0.14, 0.06, 0.05, 0.06, 0.07, 0.06, 0.10, 0.09, 0.09, 0.07, -0.12, -0.26, -0.59, -0.25, -0.13, -0.57, 0.43, -0.63, 0.26, -0.02, 0.12, 0.10, 0.09, 0.12, -0.04, 0.04, 0.04, 0.04, 0.03, 0.07, 0.00, -0.44, 0.16, 0.14, -0.41, 0.08, 0.02, 0.03, 0.06, 0.13, 0.10, 0.07, 1.06, -0.44, 0.02, -0.31, -0.01, -0.10, -0.11, -0.11, -0.48, -0.01, 0.08, 0.09, 0.09, 0.10, -0.09, -0.28, -0.13, 0.53, -0.39, -0.30, -0.10, -0.11, -0.31, -0.13, -0.12, 0.07, 0.01, 0.05, 0.08, 0.07, 0.04, 0.00, 0.08, 0.10, 0.06, 0.09, 0.08, 0.08, 0.08, 0.07, 0.06, 0.08, 0.08],
  "total_charge": -2,
  "orbital_gap_ev": 4.24,
  "total_energy_ev": -236348.839,
  "e_homo_ev": -0.955
}



Entry 5:
{
  "formula": "C3H2O",
  "method": "the ωB97M-V functional and the def2-TZVPD basis",
  "elements": ["C", "C", "C", "O", "H", "H"],
  "coordinates": [[-0.036, -1.380, 0.194], [-1.130, -0.876, 0.044], [1.395, 1.720, -0.127], [0.729, 2.546, -0.435], [0.914, -1.852, 0.211], [-1.872, -0.159, 0.113]],
  "lowdin_charge": [-0.01, -0.01, -0.04, 0.04, 0.02, 0.00],
  "orbital_gap_ev": 11.96,
  "total_energy_ev": -5188.064,
  "e_homo_ev": -10.740
}



For each record above, in turn, the calculated energy above the lowest of the compared OMol25 structures with the same formula, charge and spin values are 53.0 18.0 113.9 0.0 2.9 kcal/mol.